# C32H37N4S

A 2-piece molecular cluster, C32H37N4S overall (wB97M-V/def2-TZVPD, OMol25).

Positions of all 74 atoms, in Å:
C 0.0853 1.0619 2.7361
C 1.5974 0.7208 2.6776
C -3.8058 2.0963 0.1063
H 3.2989 0.1331 -3.1369
H 3.2065 0.8169 1.2081
H -3.7058 4.5187 2.5260
H 2.2777 2.3334 1.3628
H -4.4935 -3.7782 1.0558
H 7.4249 -1.0088 -1.2561
N -2.2129 2.3201 1.7734
C 1.7096 -0.7971 2.8020
C 0.1596 -1.7459 -0.3215
N -2.1102 -1.8414 -3.1615
C -2.7868 -2.7337 0.2376
H 5.8522 -0.0815 -3.9413
H 1.5763 0.9238 0.5088
N 5.4729 -0.8816 -2.0184
C -5.6771 3.5912 -0.1318
H -0.1127 -1.1163 -3.2855
C 6.5355 -0.3696 -1.1794
C -4.0392 -3.3627 0.1545
C -0.1260 2.5411 2.9599
H -0.0487 -2.2225 0.6333
C -4.7148 -3.4815 -1.0695
H 0.4132 3.1026 2.1877
C -4.9708 2.4586 -0.5695
H -2.0707 2.5909 3.8602
H -5.7962 5.2089 1.3088
H -1.6673 4.0173 2.8648
H -2.1675 -0.9479 -5.0671
C -3.3893 2.8301 1.2151
H -4.6461 -3.0312 -3.2209
C 2.1999 1.2364 1.3580
H 4.7983 -2.1848 0.1943
H 1.0034 0.0698 -2.1000
C -1.5760 2.9296 2.9366
C -2.3932 -1.9099 -4.5886
S -2.7080 0.7856 -0.1998
C 3.0900 -0.4506 -2.2340
C 2.6380 -2.0752 -0.0037
H 6.2064 -0.3347 -0.1340
H -5.3060 1.8549 -1.4105
C -4.1666 -2.9414 -2.2482
C 3.9391 -1.7872 -0.3650
H 6.7524 -1.5707 -3.5236
C -1.6932 1.1905 1.1950
H 2.7622 -1.1102 2.8543
H -0.3046 0.5471 3.6398
H 1.2512 -1.2732 1.9282
C 1.8136 -0.5480 -1.7032
C 1.5263 -1.4609 -0.6624
H -3.4377 -2.1884 -4.7584
C -2.9431 -2.3045 -2.1359
C -5.2358 4.3349 0.9736
C -2.2208 -2.2345 -0.9250
H 2.3337 2.4594 3.7946
H 3.3951 1.0404 3.8618
H -6.5856 3.8986 -0.6542
C -0.9069 -1.4810 -2.6461
H -2.2402 -2.6431 1.1765
H -5.6682 -4.0036 -1.1028
H 2.4536 -2.7887 0.8031
C 5.7896 -1.0486 -3.4202
C 2.3431 1.3620 3.8581
H -1.7670 -2.6774 -5.0660
C -4.0764 3.9567 1.6635
H 4.9963 -1.6559 -3.8746
C -0.8795 -1.7392 -1.2468
H 0.2891 2.8294 3.9304
H 1.8912 1.0531 4.8132
H 6.8197 0.6477 -1.4983
H 1.1891 -1.1516 3.7088
N -0.6222 0.5497 1.5434
C 4.1816 -1.0483 -1.5515

Force components x, y, z for each atom (eV/Å):
-0.04 -0.18 0.35
-0.07 0.06 -0.08
-0.64 0.65 0.18
-0.15 -0.03 0.52
-0.20 0.17 0.07
-0.30 -0.20 -0.36
0.03 -0.32 -0.06
0.16 0.14 -0.29
-0.12 0.12 0.10
-0.26 0.45 0.44
0.04 -0.22 -0.12
0.87 -0.48 -1.13
1.51 0.65 0.52
-0.40 -0.27 0.06
0.08 -0.18 -0.08
0.20 0.20 0.27
-0.20 -0.32 0.21
0.11 -0.10 0.08
-0.25 -0.24 -0.02
0.10 -0.18 0.22
0.39 0.28 0.06
0.43 0.50 -0.04
0.00 0.15 -0.09
0.35 0.39 -0.46
-0.08 0.00 0.08
0.19 0.16 0.27
-0.04 0.14 -0.24
0.16 -0.28 -0.16
-0.07 -0.18 0.01
-0.23 -0.24 0.19
0.34 0.13 0.18
-0.11 -0.09 0.35
0.01 -0.23 -0.03
-0.57 0.02 -0.36
0.38 -0.17 0.11
-0.31 -0.18 0.07
0.13 -0.04 -0.49
0.18 -0.47 -0.24
-0.17 -0.11 0.16
-0.28 0.33 0.17
0.14 0.04 -0.28
-0.05 0.26 0.11
-0.38 -0.18 0.51
-0.13 0.00 -0.13
-0.29 0.13 0.04
1.00 0.01 0.34
-0.22 0.03 0.00
0.00 0.01 -0.39
0.09 0.13 0.47
0.36 -0.39 -0.64
0.21 0.27 0.27
0.28 0.28 0.13
0.41 -0.55 0.51
0.25 -0.33 -0.10
-0.13 -0.29 -0.69
0.08 -0.34 0.08
-0.29 0.04 -0.01
0.31 -0.16 0.16
-0.98 -0.62 -0.07
-0.29 -0.13 -0.11
0.20 0.14 -0.04
0.05 0.30 -0.24
-0.45 0.30 -0.13
0.00 0.01 0.03
-0.16 0.16 0.24
-0.19 -0.06 -0.16
0.34 0.15 -0.07
-0.75 0.26 0.41
-0.09 0.00 -0.21
0.14 0.14 -0.17
-0.10 -0.22 0.13
0.24 0.12 -0.29
-0.99 0.36 -0.20
0.26 0.24 0.04

Output
- HOMO level (eV) = -9.85
- LUMO level (eV) = -4.32
- total charge = +1
- energy (a.u.) = -1858.576837
- gap between HOMO and LUMO (eV) = 5.533
- molecular weight (g mol⁻¹) = 509.743

Results of the Mulliken charge analysis, in e, for atoms 1 through 8: -0.653, 2.123, 0.607, 0.441, 0.385, 0.336, 0.457, 0.411